C63H133N7O7 | wB97M-V/def2-TZVPD

Geometry (Å):
C (-4.22, -4.79, 1.46)
C (-4.61, -4.09, 2.75)
C (-5.88, -3.25, 2.55)
C (-4.79, -5.24, 3.75)
C (-3.54, -5.92, 4.07)
C (-2.61, -4.87, 4.63)
C (-2.21, -3.69, 3.67)
C (-1.63, -2.52, 4.41)
C (-1.36, -4.17, 2.45)
N (-3.59, -3.20, 3.28)
O (-3.30, -2.20, 2.27)
H (-3.85, -4.02, 0.70)
H (-3.57, -5.62, 1.46)
H (-5.11, -5.24, 1.01)
H (-5.79, -2.65, 1.62)
H (-6.75, -3.92, 2.53)
H (-5.95, -2.52, 3.44)
H (-5.19, -4.90, 4.71)
H (-5.57, -5.89, 3.44)
H (-3.82, -6.77, 4.66)
H (-3.13, -6.42, 3.21)
H (-1.65, -5.34, 4.98)
H (-3.04, -4.48, 5.55)
H (-2.31, -2.03, 5.11)
H (-1.32, -1.78, 3.69)
H (-0.70, -2.76, 4.99)
H (-0.24, -4.19, 2.74)
H (-1.50, -3.53, 1.53)
H (-1.58, -5.23, 2.20)
H (-3.98, -1.56, 2.47)
C (2.64, -2.10, 3.97)
C (4.04, -1.57, 3.88)
C (4.99, -2.68, 3.63)
C (4.23, -0.44, 2.85)
C (3.85, 0.94, 3.18)
C (4.38, 1.41, 4.50)
C (4.01, 0.48, 5.58)
C (4.74, 0.91, 6.86)
C (2.49, 0.55, 5.87)
N (4.49, -0.93, 5.18)
O (4.22, -1.85, 6.21)
H (2.48, -2.68, 4.85)
H (1.98, -1.19, 3.95)
H (2.41, -2.78, 3.13)
H (5.97, -2.33, 3.84)
H (4.75, -3.47, 4.32)
H (4.91, -2.98, 2.57)
H (5.25, -0.34, 2.61)
H (3.79, -0.89, 1.95)
H (4.25, 1.54, 2.40)
H (2.78, 1.05, 3.16)
H (4.13, 2.50, 4.64)
H (5.48, 1.44, 4.40)
H (5.78, 0.65, 6.76)
H (4.36, 0.47, 7.79)
H (4.63, 2.02, 7.05)
H (2.03, 0.99, 5.01)
H (2.37, 1.37, 6.62)
H (2.11, -0.41, 6.26)
H (5.01, -1.78, 6.72)
C (-0.52, -6.07, -4.71)
C (-0.25, -4.73, -5.21)
C (0.87, -4.07, -4.36)
C (0.24, -4.81, -6.69)
C (0.23, -3.52, -7.49)
C (-1.22, -3.14, -7.50)
C (-1.73, -2.76, -6.11)
C (-1.07, -1.45, -5.59)
C (-3.25, -2.70, -6.14)
N (-1.46, -3.94, -5.22)
O (-1.80, -3.49, -3.89)
H (0.42, -6.68, -4.68)
H (-0.89, -6.08, -3.65)
H (-1.35, -6.53, -5.30)
H (1.34, -3.28, -4.97)
H (0.56, -3.62, -3.41)
H (1.61, -4.82, -4.12)
H (1.28, -5.14, -6.54)
H (-0.35, -5.61, -7.21)
H (0.80, -2.62, -7.06)
H (0.66, -3.79, -8.47)
H (-1.91, -3.98, -7.71)
H (-1.49, -2.37, -8.25)
H (-1.73, -1.13, -4.77)
H (-1.05, -0.81, -6.41)
H (-0.09, -1.72, -5.18)
H (-3.69, -2.35, -5.19)
H (-3.54, -3.72, -6.42)
H (-3.60, -1.89, -6.84)
H (-2.70, -3.81, -3.76)
C (-1.64, -0.51, -0.81)
C (-1.01, 0.22, 0.42)
C (-2.17, 0.64, 1.34)
C (-0.04, -0.66, 1.17)
C (1.29, -0.79, 0.40)
C (1.87, 0.58, 0.31)
C (0.95, 1.55, -0.53)
C (1.54, 2.96, -0.38)
C (0.93, 1.31, -2.09)
N (-0.37, 1.55, 0.18)
O (-1.30, 2.35, -0.54)
H (-2.18, 0.21, -1.49)
H (-0.87, -0.99, -1.42)
H (-2.34, -1.25, -0.39)
H (-1.80, 1.00, 2.29)
H (-2.82, 1.35, 0.77)
H (-2.83, -0.16, 1.61)
H (0.30, -0.18, 2.09)
H (-0.51, -1.67, 1.31)
H (1.92, -1.52, 0.94)
H (1.19, -1.24, -0.61)
H (2.85, 0.63, -0.23)
H (1.93, 1.08, 1.28)
H (2.61, 2.99, -0.58)
H (1.44, 3.32, 0.66)
H (1.04, 3.64, -1.09)
H (0.12, 1.95, -2.35)
H (0.91, 0.26, -2.49)
H (1.88, 1.77, -2.38)
H (-1.27, 3.18, -0.08)
C (4.33, -1.61, -1.70)
C (5.05, -2.91, -1.47)
C (4.27, -3.74, -0.48)
C (5.14, -3.70, -2.74)
C (6.05, -3.07, -3.75)
C (7.44, -2.88, -3.20)
C (7.36, -2.01, -1.85)
C (8.73, -2.00, -1.13)
C (7.03, -0.56, -2.23)
N (6.49, -2.75, -0.97)
O (6.30, -1.84, 0.21)
H (4.71, -0.85, -2.40)
H (3.31, -1.94, -2.02)
H (4.16, -1.00, -0.82)
H (3.23, -3.84, -0.93)
H (4.66, -4.76, -0.32)
H (4.22, -3.15, 0.47)
H (5.53, -4.70, -2.53)
H (4.12, -3.77, -3.18)
H (5.97, -3.67, -4.66)
H (5.68, -2.08, -4.06)
H (8.22, -2.38, -3.77)
H (7.83, -3.86, -2.79)
H (8.57, -1.30, -0.27)
H (9.61, -1.65, -1.69)
H (9.08, -2.93, -0.64)
H (6.41, -0.16, -1.41)
H (6.51, -0.46, -3.14)
H (7.94, -0.02, -2.30)
H (6.50, -2.49, 0.92)
C (-1.90, 5.41, 1.41)
C (-1.77, 6.15, 2.82)
C (-1.74, 7.70, 2.46)
C (-2.99, 5.75, 3.67)
C (-2.90, 4.32, 4.21)
C (-1.61, 4.19, 5.05)
C (-0.38, 4.53, 4.20)
C (0.90, 4.60, 5.10)
C (-0.15, 3.39, 3.20)
N (-0.57, 5.83, 3.64)
O (0.59, 6.17, 2.81)
H (-2.55, 4.54, 1.39)
H (-2.38, 6.10, 0.78)
H (-0.88, 5.12, 1.01)
H (-0.92, 7.91, 1.88)
H (-2.54, 7.85, 1.74)
H (-1.76, 8.34, 3.37)
H (-2.89, 6.48, 4.51)
H (-3.91, 6.01, 3.16)
H (-3.74, 4.14, 4.88)
H (-2.88, 3.67, 3.36)
H (-1.47, 3.16, 5.41)
H (-1.57, 4.80, 5.98)
H (0.94, 3.61, 5.69)
H (0.69, 5.35, 5.83)
H (1.76, 4.78, 4.48)
H (0.69, 3.71, 2.54)
H (-1.00, 3.10, 2.56)
H (0.08, 2.52, 3.73)
H (1.05, 6.77, 3.40)
C (-5.81, 2.42, -4.72)
C (-5.26, 3.44, -3.77)
C (-6.11, 3.51, -2.54)
C (-3.84, 2.96, -3.31)
C (-3.03, 4.00, -2.58)
C (-3.00, 5.32, -3.27)
C (-4.37, 5.83, -3.83)
C (-5.07, 6.58, -2.65)
C (-4.05, 6.84, -4.87)
N (-5.10, 4.74, -4.49)
O (-6.34, 5.16, -4.99)
H (-5.59, 1.34, -4.56)
H (-6.92, 2.35, -4.64)
H (-5.63, 2.69, -5.76)
H (-7.04, 3.98, -2.79)
H (-6.44, 2.50, -2.11)
H (-5.57, 4.10, -1.80)
H (-3.87, 2.10, -2.62)
H (-3.39, 2.70, -4.22)
H (-3.19, 3.98, -1.49)
H (-2.00, 3.53, -2.64)
H (-2.30, 5.20, -4.13)
H (-2.62, 6.11, -2.62)
H (-6.08, 6.80, -2.95)
H (-4.56, 7.52, -2.51)
H (-5.11, 6.04, -1.75)
H (-4.96, 7.22, -5.35)
H (-3.37, 6.36, -5.64)
H (-3.55, 7.68, -4.37)
H (-6.17, 5.03, -5.96)

The spin multiplicity is 1. As for the LUMO energy: 0.4707 eV. The frontier orbital gap is 8.83 eV. Its largest force on an atom is 0.0643 hartree/bohr. Its HOMO energy is -8.3549 eV. For the total energy, the calculation gives -3389.7621 Eh. Its SMILES is CC1(C)CCCC(C)(C)N1O.CC1(C)CCCC(C)(C)N1O.CC1(C)CCCC(C)(C)N1O.CC1(C)CCCC(C)(C)N1O.CC1(C)CCCC(C)(C)N1O.CC1(C)CCCC(C)(C)N1O.CC1(C)CCCC(C)(C)N1O. As for the relative energy (zero: lowest compared OMol25 entry of this formula, charge and spin): 412.52 kJ/mol.